[1]
ORCA calculation (ωB97M-V/def2-TZVPD) on one molecule with the formula C9H12BCl4NO.

Summary:
molar mass: 302.82 u
relative energy (zero: lowest compared OMol25 entry of this formula, charge and spin): 0.0 kcal per mole
lowest unoccupied orbital energy: 0.0 eV
HOMO-LUMO gap: 9.42 eV
HOMO level: -9.4 eV

CARTESIAN COORDINATES (ANGSTROEM)
Cl -2.001 0.546 -3.868
B -1.374 1.403 -2.321
Cl -0.311 2.879 -2.729
Cl -2.887 2.095 -1.273
O -0.714 0.405 -1.503
C -0.297 0.586 -0.208
C 1.108 -0.070 -0.103
C 2.020 0.436 0.829
C 3.200 -0.263 1.116
C 3.534 -1.412 0.394
Cl 4.850 -2.399 0.880
C 2.717 -1.810 -0.671
C 1.540 -1.098 -0.965
H -0.279 1.659 0.085
H 1.804 1.367 1.342
H 3.863 0.053 1.908
H 2.989 -2.682 -1.262
H 0.959 -1.369 -1.849
C -2.453 -0.838 0.153
N -1.345 -0.044 0.774
C -1.890 0.913 1.795
H -2.015 -1.680 -0.398
H -3.117 -1.164 0.969
H -3.054 -0.192 -0.503
H -0.707 -0.686 1.267
H -1.063 1.380 2.347
H -2.543 1.656 1.316
H -2.533 0.330 2.476



[2]
ORCA calculation (ωB97M-V/def2-TZVPD) on one molecule with the formula C3H4N4O.

Summary:
molar mass: 112.09 u
relative energy (zero: lowest compared OMol25 entry of this formula, charge and spin): 140.2 kcal per mole
lowest unoccupied orbital energy: 0.4 eV
HOMO-LUMO gap: 9.35 eV
SMILES string: [H]/N=C/n1onc/c1=N\[H]
HOMO level: -8.9 eV

CARTESIAN COORDINATES (ANGSTROEM)
H -1.729 -1.815 -2.125
N -1.192 -1.665 -1.374
C -1.180 -0.370 -1.060
N -0.326 0.134 -0.189
O -0.508 1.523 -0.001
N 0.363 1.698 1.087
C 1.138 0.746 1.334
C 0.773 -0.380 0.339
N 1.127 -1.529 0.020
H 1.884 -1.974 0.728
H -2.064 0.318 -1.461
H 1.788 0.839 2.376



[3]
ORCA calculation (ωB97M-V/def2-TZVPD) on CH4SSi as an isolated structure.

Summary:
molar mass: 76.20 u
relative energy (zero: lowest compared OMol25 entry of this formula, charge and spin): 65.1 kcal per mole
lowest unoccupied orbital energy: -0.4 eV
HOMO-LUMO gap: 7.39 eV
HOMO level: -7.8 eV

CARTESIAN COORDINATES (ANGSTROEM)
C 0.401 -1.362 -0.226
Si -0.314 0.987 0.298
S -0.491 -2.305 -1.223
H 1.399 -1.252 -0.003
H 1.033 1.474 0.524
H -1.128 1.106 1.601
H -0.900 1.351 -0.970



[4]
ORCA calculation (ωB97M-V/def2-TZVPD) on C3H3AgO as an isolated structure.

Summary:
molar mass: 162.92 u
relative energy (zero: lowest compared OMol25 entry of this formula, charge and spin): 0.0 kcal per mole
lowest unoccupied orbital energy (spin up / spin down): -0.9 / -0.9 eV
HOMO-LUMO gap (spin up / spin down): 5.61 / 5.61 eV
HOMO level (spin up / spin down): -6.5 / -6.5 eV

CARTESIAN COORDINATES (ANGSTROEM)
C -2.207 -0.537 -0.026
C -1.727 0.513 -0.415
H -2.489 -1.376 0.595
H -1.490 1.564 -0.495
C 2.161 0.398 -0.080
O 2.309 -0.838 -0.210
Ag 0.378 -0.700 1.106
H 3.065 0.976 -0.475



[5]
ORCA calculation (ωB97M-V/def2-TZVPD) on a 2-piece molecular cluster, C5H13N2 overall.

Summary:
molar mass: 101.17 u
relative energy (zero: lowest compared OMol25 entry of this formula, charge and spin): 157.5 kcal per mole
lowest unoccupied orbital energy: -3.4 eV
HOMO-LUMO gap: 8.39 eV
charge: +1
HOMO level: -11.8 eV

CARTESIAN COORDINATES (ANGSTROEM)
C 2.336 -0.866 1.127
C 2.650 -0.300 0.092
C 2.781 0.323 -1.193
C -1.007 0.621 1.287
C -1.622 -0.440 0.496
N -0.618 -0.882 -0.473
N -2.732 0.251 -0.267
H 0.345 -0.983 0.110
H 2.250 -1.177 2.041
H 2.718 1.486 -1.036
H 1.886 -0.154 -1.683
H 3.809 -0.053 -1.632
H -0.041 0.901 0.857
H -1.635 1.497 1.270
H -0.790 0.484 2.319
H -0.712 -1.730 -0.984
H -0.520 -0.093 -1.194
H -3.356 -0.564 -0.533
H -2.554 0.855 -1.140
H -3.189 0.823 0.537



[6]
ORCA calculation (ωB97M-V/def2-TZVPD) on a 3-piece molecular cluster, C3H9INO3 overall.

Summary:
molar mass: 234.01 u
relative energy (zero: lowest compared OMol25 entry of this formula, charge and spin): 15.7 kcal per mole
lowest unoccupied orbital energy: -6.0 eV
HOMO-LUMO gap: 8.39 eV
charge: +1
HOMO level: -14.4 eV

CARTESIAN COORDINATES (ANGSTROEM)
C 2.565 0.476 0.540
C -1.456 -2.072 -0.298
C -0.787 1.661 1.219
N -1.311 0.171 -0.869
O -0.926 -0.995 -1.156
O -0.272 0.637 0.816
O -1.024 0.982 -1.748
I -0.067 0.500 -3.498
H 3.618 0.268 0.342
H 2.411 0.205 1.505
H 1.912 -0.253 0.062
H -2.512 -2.188 -0.086
H -0.871 -1.928 0.646
H -1.017 -3.047 -0.719
H 2.140 1.517 0.348
H -1.559 2.098 0.633
H -0.845 1.968 2.264



[7]
ORCA calculation (ωB97M-V/def2-TZVPD) on one molecule with the formula C3H7NO2.

Summary:
molar mass: 89.09 u
relative energy (zero: lowest compared OMol25 entry of this formula, charge and spin): 37.9 kcal per mole
lowest unoccupied orbital energy: 0.8 eV
HOMO-LUMO gap: 10.11 eV
SMILES string: NCCC(=O)O
HOMO level: -9.4 eV

CARTESIAN COORDINATES (ANGSTROEM)
N 1.513 -0.879 -1.359
C 0.389 0.037 -0.873
C 0.247 0.240 0.619
C -1.087 0.123 1.172
O -1.591 -0.831 1.672
O -1.774 1.410 1.083
H 1.470 -0.886 -2.432
H 1.543 -1.857 -1.043
H 0.639 0.915 -1.298
H -0.541 -0.389 -1.385
H 0.678 1.171 0.923
H 0.999 -0.489 1.118
H -2.485 1.436 1.803



[8]
ORCA calculation (ωB97M-V/def2-TZVPD) on one molecule with the formula C2H2OS2.

Summary:
molar mass: 106.17 u
relative energy (zero: lowest compared OMol25 entry of this formula, charge and spin): 47.7 kcal per mole
lowest unoccupied orbital energy: -0.6 eV
HOMO-LUMO gap: 8.18 eV
SMILES string: C1OC12SS2
HOMO level: -8.7 eV

CARTESIAN COORDINATES (ANGSTROEM)
C 0.663 0.513 -0.519
O 1.044 -0.604 0.298
C -0.269 -0.331 0.273
S -1.627 -1.506 0.078
S -1.265 -0.092 1.673
H 0.779 1.448 -0.132
H 0.675 0.572 -1.672



[9]
ORCA calculation (ωB97M-V/def2-TZVPD) on CH4N2 as an isolated structure.

Summary:
molar mass: 44.06 u
relative energy (zero: lowest compared OMol25 entry of this formula, charge and spin): 95.2 kcal per mole
lowest unoccupied orbital energy (spin up / spin down): 1.6 / -2.3 eV
multiplicity: 3
HOMO-LUMO gap (spin up / spin down): 8.80 / 7.63 eV
HOMO level (spin up / spin down): -7.2 / -9.9 eV

CARTESIAN COORDINATES (ANGSTROEM)
C 0.321 0.409 1.035
N -0.642 1.157 0.159
N -0.664 -0.255 0.460
H 1.756 -0.828 -1.064
H 1.058 -1.146 -1.201
H -1.288 1.710 0.784
H -0.541 -1.046 -0.173